[1]
The following is a quantum chemistry calculation of a structure of composition C19H48F4N5O13S4V, from OMol25.

```
94
Properties=species:S:1:pos:R:3:forces:R:3
O -1.967564 -0.817592 0.657040 -0.262 1.790 0.498
V -1.950033 0.639167 1.322471 1.224 -1.300 0.265
O -0.405256 1.036537 1.374809 -1.162 0.175 -0.081
C 0.244416 -3.762872 0.887545 0.037 0.181 1.145
C -0.257842 -4.924833 0.073211 0.436 0.445 -0.889
N 0.434554 -5.150568 -1.299170 -0.532 -1.210 1.512
C 1.826326 -5.560942 -0.985857 0.783 1.133 0.044
C -0.295331 -6.359195 -1.861642 0.103 -0.001 -1.886
C 0.112341 -6.693438 -3.305507 0.497 0.924 0.266
C 0.405196 -3.962392 -2.178275 -0.343 0.735 -0.046
C -0.899115 -3.165254 -2.169260 -0.957 -0.372 0.759
O -2.029410 -4.008209 -2.178834 -0.058 -0.035 -0.432
C -3.240530 -3.242648 -2.106195 -0.037 -0.651 -0.137
H 1.224330 -3.850894 1.361996 0.165 -0.330 -0.463
H -0.403668 -3.748232 1.772442 -0.190 0.207 -0.216
H 0.177920 -2.773890 0.440347 -0.173 -0.075 -0.176
H -1.292496 -4.779447 -0.212944 -0.177 -0.178 0.359
H -0.090485 -5.872520 0.575694 -0.286 0.009 0.190
H 2.234489 -4.836226 -0.281393 -0.009 0.115 -0.143
H 2.430658 -5.495408 -1.885787 0.040 -0.456 -0.027
H 1.877188 -6.511634 -0.467645 -0.247 -0.276 -0.399
H -1.339034 -6.084280 -1.944416 -0.169 -0.242 0.745
H -0.061481 -7.204094 -1.225835 -0.301 0.113 0.360
H -0.240711 -7.673837 -3.603530 -0.021 -0.090 0.099
H 1.193933 -6.624576 -3.442273 0.005 -0.394 -0.025
H -0.313881 -5.945483 -3.974234 -0.185 -0.223 -0.146
H 0.641184 -4.281831 -3.186159 0.276 -0.057 -0.008
H 1.158913 -3.273686 -1.793475 0.235 -0.135 -0.213
H -0.973046 -2.497892 -3.039530 0.458 0.022 -0.010
H -0.988996 -2.567715 -1.254717 0.316 0.309 -0.177
H -3.329139 -2.608256 -2.994256 0.073 0.264 0.212
H -3.294471 -2.700394 -1.159666 0.052 0.264 -0.150
H -4.062536 -3.953336 -2.152215 0.048 -0.042 0.082
C 1.693532 5.780846 3.684954 -0.431 -0.149 0.951
C 1.317097 4.904230 2.519961 0.315 -0.007 0.395
N 2.463135 4.106856 1.915991 -0.541 0.145 -0.875
C 3.572416 5.040759 1.588527 0.586 0.265 1.106
C 2.956805 3.017073 2.797693 1.070 -0.565 0.188
C 1.926300 2.094428 3.375759 -0.095 -1.460 0.812
C 1.865762 3.538707 0.651754 0.039 -0.247 -0.159
C 2.588693 2.360215 0.032933 0.475 0.664 -0.285
O 3.948682 2.699484 -0.160770 -0.216 -0.087 -0.135
C 4.672413 1.680969 -0.823865 1.130 0.714 -0.022
H 0.757990 6.058438 4.179746 -0.013 0.234 -0.266
H 2.237903 6.692710 3.463590 0.040 -0.035 -0.183
H 2.194460 5.231915 4.488509 0.278 -0.047 -0.276
H 0.881627 5.477144 1.704300 0.004 0.005 -0.034
H 0.608767 4.154122 2.850944 -0.240 0.089 -0.181
H 3.215852 5.815221 0.919198 0.042 -0.040 -0.136
H 4.464190 4.534849 1.240281 -0.319 -0.286 -0.500
H 3.872743 5.480462 2.540452 -0.123 0.240 -0.141
H 3.604932 3.439589 3.568060 -0.556 0.459 0.186
H 3.702194 2.465064 2.221519 -0.245 -0.006 -0.262
H 1.574887 1.227660 2.809046 -0.083 0.701 -0.943
H 1.047573 2.560121 3.806031 0.136 0.084 0.181
H 2.414886 1.497987 4.157303 0.062 0.672 0.378
H 1.834783 4.357801 -0.065091 0.078 0.059 0.038
H 0.835786 3.256176 0.854980 0.079 -0.179 0.148
H 2.128325 2.271306 -0.962505 -0.185 -0.472 0.178
H 2.505990 1.438191 0.613268 -0.257 -0.042 -0.073
H 4.921677 0.868059 -0.137317 -0.473 -0.364 -0.262
H 5.638315 2.112580 -1.103470 -0.113 0.089 0.130
H 4.226478 1.403601 -1.783591 -0.350 -0.385 0.268
C 1.267162 0.225070 -3.025978 0.340 -0.827 -0.673
C -0.211624 0.342867 -2.867474 0.999 0.469 1.047
O -0.832303 0.058728 -1.904429 -0.396 0.137 -0.677
N -0.907908 0.911826 -4.095000 -0.475 -0.302 -0.044
H -0.373563 1.679510 -4.510892 0.154 -0.165 0.079
H -0.950367 0.161489 -4.794712 0.190 0.128 -0.013
C -2.316674 1.374530 -3.854859 0.097 0.871 -1.527
H 1.442591 -0.638651 -3.689249 0.018 0.196 -0.040
H 1.762751 -0.031440 -2.095291 -0.271 0.194 0.229
H 1.768416 1.069408 -3.498651 -0.232 0.151 0.025
H -2.292114 2.353086 -3.386303 -0.103 -0.338 0.817
H -2.895536 0.590546 -3.407706 -0.137 0.027 0.534
H -2.684186 1.598604 -4.860864 -0.246 -0.283 0.101
N -2.959871 2.021940 0.156352 -1.064 0.348 -0.691
S -4.463400 1.771282 -0.532441 -0.860 -2.348 0.569
O -4.477186 1.529043 -1.921310 0.820 0.108 -0.893
O -5.453469 2.583620 0.033218 -0.202 0.917 0.434
F -4.645075 0.353856 0.087838 0.131 -0.089 -0.173
S -2.823793 3.646739 0.035464 2.723 0.705 0.881
O -3.428887 4.373994 1.061963 -0.681 0.290 0.707
O -2.851994 4.075503 -1.308035 -0.330 -0.143 -0.875
F -1.263629 3.694102 0.418242 -0.259 -0.169 -0.152
N -2.629802 0.540204 3.315095 -1.363 -1.877 -0.346
S -3.696462 -0.810949 3.480551 -1.229 -0.855 -2.868
O -4.486736 -0.893830 4.635279 0.372 0.525 1.046
O -3.145791 -1.966021 2.864963 0.558 0.117 0.628
F -4.725195 -0.324181 2.381259 0.307 0.367 0.227
S -2.216198 0.726887 4.874281 2.358 1.213 1.179
O -1.753299 -0.479079 5.444213 0.163 -0.710 -0.216
O -3.058414 1.565785 5.609994 -0.911 0.712 -0.011
F -0.898084 1.584796 4.643533 -0.203 -0.030 -0.439
```
Forces are in eV/Å.

For the HOMO energy, the calculation gives -0.5280 Eh. As for the net charge: +2. Its spin multiplicity is 1. The value obtained for the HOMO-LUMO gap is 0.31593 hartree.

---

[2]
The following is a quantum chemistry calculation of a structure of composition C19H48N2O6, from OMol25.

```
75
Properties=species:S:1:pos:R:3:forces:R:3
C -0.598410 20.792990 -21.735530 -0.085 0.215 1.888
O -2.012310 21.003970 -21.414780 2.474 -3.953 -4.672
H -0.325190 20.727220 -22.788680 -0.700 1.002 0.527
H -0.013700 21.509810 -21.158990 0.083 0.839 -0.638
H -0.200250 19.895890 -21.261420 -0.757 -0.123 -0.538
H -2.041950 21.583570 -20.650060 0.097 -0.805 -0.200
O -2.031110 22.269410 -19.776670 0.073 4.646 5.939
H -2.462030 23.086680 -20.026900 -0.291 0.661 -0.257
H -2.486310 21.991700 -18.981750 -0.066 -0.260 0.434
O -2.270190 19.788270 -23.434650 -0.728 -1.340 -1.528
H -1.848130 20.224480 -24.174800 -0.087 0.152 -0.414
H -2.222500 20.425200 -22.721710 -0.926 -0.047 0.109
O -3.796920 22.786320 -21.982360 -0.698 1.044 0.162
H -4.534530 22.350600 -22.409330 -0.185 -0.006 -0.116
H -3.159940 22.087850 -21.831960 0.431 -0.637 -0.525
C -1.744870 21.152900 -28.129360 0.189 1.207 -0.592
C -0.963120 20.090320 -27.426600 -0.437 -1.200 1.009
C 0.035780 19.383580 -28.416270 0.710 0.425 -0.077
C 1.055430 18.421460 -27.788270 -1.298 0.437 1.730
C 1.796770 19.187000 -26.635250 -0.171 -0.931 -2.372
C 0.925320 19.930430 -25.651530 -1.130 1.089 1.185
N -0.184230 20.712180 -26.323980 1.045 -0.677 -1.868
O -1.055380 21.435570 -25.458650 0.676 -0.828 0.226
C 0.393360 19.037160 -24.507620 -0.588 0.915 -0.796
C 1.859470 21.035690 -25.085150 0.867 -0.399 -0.896
C -2.035420 19.052800 -26.947790 0.838 -0.949 -0.520
H -1.031810 21.878220 -28.521220 -0.037 0.019 -0.573
H -2.398870 21.765640 -27.508940 -0.035 -0.480 0.399
H -2.372480 20.703500 -28.898950 0.230 0.151 -0.235
H -0.465460 18.970740 -29.291730 -0.588 -0.463 0.392
H 0.706190 20.068960 -28.934830 -0.238 1.039 0.287
H 1.734200 18.029010 -28.545470 0.051 0.017 0.186
H 0.519680 17.609290 -27.296910 0.041 -0.452 -0.262
H 2.451730 19.862180 -27.185940 0.151 0.333 0.300
H 2.431640 18.463300 -26.124090 0.032 0.162 0.303
H 0.230710 19.702530 -23.659730 -0.091 -0.204 -1.135
H -0.596210 18.611710 -24.674520 0.254 -0.278 -0.372
H 1.056120 18.314610 -24.031400 -0.293 0.439 -2.263
H 2.304400 21.475680 -25.977630 -0.204 0.656 0.215
H 1.476190 21.778120 -24.385160 -0.445 -0.077 -0.218
H 2.688230 20.552050 -24.568080 0.049 0.816 -0.697
H -2.569150 18.676090 -27.820340 -0.218 0.319 -0.217
H -2.781370 19.366620 -26.217600 0.340 0.357 0.063
H -1.546670 18.139360 -26.608910 0.033 0.052 0.505
H -0.570020 22.258270 -25.362730 -0.185 0.296 0.091
C 0.374970 20.034670 -18.729030 0.085 -0.373 -0.145
C 1.052010 18.834020 -19.365470 0.256 -1.001 0.430
C -0.123770 17.937060 -19.841230 -0.444 -0.956 -0.213
C 0.086020 17.058450 -21.093890 1.459 0.845 -0.553
C 0.851960 17.871170 -22.165640 -0.161 -0.913 2.043
C 2.150720 18.595270 -21.665910 -0.972 -2.114 -1.583
N 1.844520 19.320610 -20.500430 -0.439 0.759 1.634
O 2.941060 20.200780 -20.113380 -0.922 -1.030 0.183
C 3.353860 17.647540 -21.552460 0.539 -0.124 0.445
C 2.360700 19.609460 -22.717390 2.166 2.097 -0.447
C 1.809810 18.042260 -18.267530 2.013 1.079 -0.835
H -0.065990 20.543780 -19.586040 -0.128 0.382 0.963
H -0.383430 19.599780 -18.078030 -0.149 0.492 0.202
H 1.062860 20.651240 -18.150470 -0.074 0.132 -0.017
H -0.280100 17.266000 -18.996640 -0.214 -0.064 0.062
H -1.050690 18.508080 -19.894730 0.044 0.183 -0.413
H 0.685450 16.184690 -20.838320 -0.029 -0.158 0.149
H -0.795400 16.710350 -21.632430 -0.410 0.020 0.699
H 0.156070 18.593870 -22.591720 0.225 -0.681 1.109
H 1.128770 17.235390 -23.006630 0.129 -0.513 0.610
H 3.737260 17.194750 -22.466840 -0.544 0.129 -0.403
H 3.194630 16.822030 -20.858720 -0.234 0.002 0.110
H 4.215800 18.201100 -21.180030 -0.039 0.201 0.232
H 3.337720 20.059240 -22.540650 0.246 0.256 -0.027
H 1.663730 20.440560 -22.609710 0.093 -0.170 0.250
H 2.345420 19.423190 -23.791250 0.334 -1.489 1.516
H 2.752940 18.554230 -18.076490 0.065 0.723 0.156
H 1.340070 18.025100 -17.284090 -0.419 -0.609 -0.359
H 2.278670 17.140800 -18.662060 -0.958 -0.737 0.256
H 2.423090 20.975000 -19.881270 0.299 0.451 -0.023
```
Forces are in eV/Å.

For the HOMO energy, the calculation gives -0.3012 Eh. The energy above the lowest of the compared OMol25 structures with the same formula, charge and spin comes out at 673.8 kJ/mol. Its spin multiplicity is 1. The value obtained for the HOMO-LUMO gap is 0.30693 hartree.

---

[3]
The following is a quantum chemistry calculation of a cluster of 3 separate species, C19H48N3O6P in total, from OMol25.

```
77
Properties=species:S:1:pos:R:3:forces:R:3
C 2.351568 3.043377 -0.054847 0.024 1.640 -0.597
P 2.696492 2.087716 -1.712708 0.938 -1.027 0.123
C 1.116722 1.955292 -2.777501 -1.779 0.720 -0.367
C 4.047993 3.184623 -2.581003 0.582 1.003 0.679
O 4.557494 2.580708 -3.834023 1.146 1.941 1.101
C 5.826163 3.277836 -4.229511 0.501 0.815 -0.442
C 5.616644 4.161515 -5.612765 0.907 -0.839 1.067
O 5.501504 5.573836 -5.209749 -2.254 -0.399 -1.278
C 4.132787 6.099250 -5.509333 -0.701 -0.244 0.752
C 3.758491 7.443781 -4.626509 0.534 -0.287 -0.008
N 2.227760 7.566269 -4.491777 1.431 0.736 -0.718
H 1.628814 2.421887 0.627070 1.510 1.291 -1.431
H 1.916484 4.111133 -0.351700 0.571 -2.180 1.033
H 3.382286 3.263135 0.485167 -2.142 -0.753 -1.117
H 1.233551 2.320538 -3.889879 0.021 -0.636 2.241
H 0.259706 2.616723 -2.275685 1.666 -1.519 -1.168
H 0.740252 0.823543 -2.819623 0.995 2.571 0.293
H 3.687905 4.309395 -2.722240 0.874 -2.155 0.012
H 4.969592 3.167696 -1.822538 -2.133 0.199 -1.292
H 6.173013 4.065806 -3.403871 -0.854 -1.784 -1.714
H 6.721475 2.520162 -4.388477 -2.144 1.170 0.372
H 6.606852 4.066194 -6.246009 -2.112 0.166 1.066
H 4.681039 3.727584 -6.166066 1.788 1.029 0.882
H 3.386519 5.218664 -5.206702 1.280 2.112 -0.680
H 4.007090 6.357002 -6.645052 0.347 -0.597 1.982
H 4.178195 8.420524 -5.134888 -0.440 -2.053 0.911
H 4.216602 7.355279 -3.536588 -0.928 0.087 -2.360
H 1.806614 7.532028 -5.463510 0.645 0.416 1.597
H 2.097323 8.528581 -4.075221 -0.223 -1.463 -0.931
C -4.531627 -1.477481 2.144523 -0.004 0.254 -0.231
O -4.819220 -0.092757 2.293416 0.168 -0.217 0.459
C -4.298342 0.462072 3.508558 0.047 0.598 -0.375
C -3.154389 1.443248 3.203188 -0.063 -0.762 -0.061
N -1.962492 0.736759 2.719772 -0.141 0.287 -0.005
C -0.931600 1.628173 2.177268 -0.190 -0.262 -0.267
C -1.291585 2.435808 0.914187 0.510 -0.105 0.011
O -1.473725 1.632878 -0.253869 -0.244 0.378 0.428
C -2.779941 1.091266 -0.398384 0.268 -0.122 -0.382
H -5.092006 -1.849347 1.282390 0.030 0.144 0.085
H -3.467776 -1.634593 1.953703 -0.036 -0.229 0.128
H -4.842625 -2.041502 3.028924 0.084 -0.038 0.009
H -3.985285 -0.313787 4.217408 0.086 -0.004 -0.228
H -5.117430 1.020648 3.972587 0.052 -0.004 0.009
H -2.900858 1.993576 4.115536 0.027 -0.024 -0.054
H -3.521213 2.156773 2.459653 -0.195 0.146 0.073
H -2.236208 0.084518 1.989745 0.028 0.115 0.197
H -0.068772 0.995820 1.937171 -0.035 0.133 -0.041
H -0.605154 2.317226 2.965483 -0.113 0.012 -0.062
H -0.436920 3.086579 0.694427 -0.122 -0.086 -0.019
H -2.144078 3.106452 1.067452 -0.132 -0.171 -0.002
H -3.552914 1.742648 0.017680 0.060 -0.054 0.102
H -2.827204 0.100856 0.054070 -0.252 -0.042 0.120
H -2.976880 0.963849 -1.467822 0.098 0.096 0.109
C 0.919918 -6.618112 3.977675 0.125 0.052 -0.377
O 0.496629 -7.132697 2.721345 -0.175 -0.193 0.543
C -0.535938 -8.120630 2.837587 -0.253 0.191 -0.643
C -1.862212 -7.578721 2.279089 0.420 0.173 0.614
N -2.417262 -6.533549 3.146829 0.008 -0.112 -0.305
C -3.540722 -5.806964 2.545512 0.329 0.230 0.099
C -3.246069 -4.973791 1.282088 -0.410 0.215 0.295
O -2.401636 -3.845083 1.516991 -0.038 -0.587 -0.267
C -1.010152 -4.133034 1.481187 -0.036 0.475 0.049
H 1.804319 -5.997576 3.809296 -0.131 -0.111 -0.080
H 0.143236 -5.991997 4.422222 -0.017 -0.033 0.225
H 1.189876 -7.426638 4.663544 -0.063 0.052 0.045
H -0.649707 -8.481840 3.866672 -0.005 0.235 -0.049
H -0.224465 -8.971100 2.222836 -0.039 0.025 0.032
H -2.581348 -8.401130 2.201578 0.010 0.067 0.014
H -1.665028 -7.195907 1.273558 0.079 -0.175 -0.167
H -1.686166 -5.863040 3.368626 -0.148 -0.186 -0.048
H -3.918757 -5.125575 3.316735 -0.021 -0.013 -0.165
H -4.349424 -6.515654 2.330100 0.119 0.014 -0.067
H -4.202156 -4.560619 0.939398 0.091 0.015 0.058
H -2.869715 -5.580580 0.451329 0.189 -0.006 0.101
H -0.766181 -4.939939 0.785283 -0.056 -0.049 0.103
H -0.649925 -4.367048 2.482852 0.192 -0.195 -0.013
H -0.485804 -3.228533 1.156142 -0.150 -0.084 -0.007
```
Forces are in eV/Å.

Its structure (SMILES) is CP(C)COCCOCCN.COCCNCCOC.COCCNCCOC. For the HOMO energy, the calculation gives -0.2805 Eh. The energy above the lowest of the compared OMol25 structures with the same formula, charge and spin comes out at 0.0 kJ/mol. Its spin multiplicity is 1. The value obtained for the HOMO-LUMO gap is 0.31322 hartree.